The following is a DFT calculation (ωB97M-V/def2-TZVPD) of C30H26F3IN3O12PS3 as an isolated structure in a non-equilibrium geometry.

The geometry in ORCA input format:
```
! RIJCOSX wB97M-V def2-TZVPD def2/J DEFGRID3
* xyz 0 1
C 5.90 -3.63 0.87
C 5.69 -2.06 0.39
C 4.45 -1.45 1.33
C 4.64 -0.98 2.89
P 6.39 -1.19 3.67
S 6.31 -2.52 5.09
C 3.32 -0.36 3.67
C 3.43 0.14 5.26
C 3.55 1.77 5.40
C 5.13 2.21 5.24
I 5.42 2.64 3.08
C 1.84 -0.20 2.94
N 0.73 0.42 3.75
C -0.57 0.47 3.00
S -2.03 1.20 3.99
O -2.89 2.20 3.17
O -2.89 0.05 4.65
C -1.37 2.20 5.48
F -0.45 1.42 6.34
F -0.77 3.51 5.04
F -2.59 2.53 6.30
C -0.73 -0.08 1.48
C -2.23 0.02 0.75
O -2.23 0.95 -0.39
C -2.20 2.36 0.04
C -0.87 3.19 0.57
O -3.36 3.06 0.03
N 0.35 -0.67 0.61
C 1.62 -0.70 1.41
C 2.97 -1.32 0.63
N 2.82 -1.77 -0.84
C 2.75 -0.61 -1.61
S 2.25 0.87 -2.37
H 5.68 -4.33 -0.07
H 5.15 -3.89 1.72
H 7.03 -3.77 1.16
H 6.62 -1.37 0.57
H 5.45 -2.02 -0.76
H 7.33 -1.66 2.68
H 6.87 0.09 4.14
H 2.47 -0.26 5.85
H 4.42 -0.33 5.67
H 3.24 2.05 6.52
H 2.82 2.38 4.71
H 5.84 1.33 5.61
H 5.37 3.14 5.93
H -3.10 0.18 1.52
H -2.41 -1.06 0.28
H -1.21 3.74 1.57
H -0.51 4.03 -0.18
H 0.07 2.50 0.76
C 0.16 0.78 -5.55
C 0.03 0.29 -6.78
C -1.30 0.13 -7.42
O -1.39 -0.31 -8.56
C -2.49 0.52 -6.64
C -2.36 1.01 -5.40
C -1.02 1.19 -4.78
O -0.94 1.66 -3.65
O -3.47 1.38 -4.66
O 1.14 -0.10 -7.51
H 1.13 0.90 -5.07
H -3.46 0.39 -7.10
H -3.12 1.70 -3.80
H 0.79 -0.43 -8.37
C -7.17 -1.72 -1.97
C -7.23 -2.76 -2.79
C -6.42 -2.80 -4.04
O -6.48 -3.79 -4.78
C -5.57 -1.64 -4.36
C -5.52 -0.60 -3.53
C -6.30 -0.57 -2.27
O -6.21 0.40 -1.52
O -4.72 0.50 -3.82
O -8.04 -3.84 -2.52
H -7.75 -1.67 -1.05
H -5.01 -1.68 -5.28
H -4.85 1.12 -3.07
H -7.91 -4.47 -3.27
*
```

**LUMO level**: -2.60 eV
**HOMO-LUMO gap**: 6.2 eV
**Total energy**: -4358.255566 hartree

These are the Löwdin partial charges, in e, on atoms 1 to 8: -0.1279 -0.2262 -0.0845 -0.2774 0.3158 0.0930 -0.0584 -0.1799



The following is a DFT calculation (ωB97M-V/def2-TZVPD) of one molecule with the formula C30H26N2O8.

The geometry in ORCA input format:
```
! RIJCOSX wB97M-V def2-TZVPD def2/J DEFGRID3
* xyz 0 1
C -2.16 -5.16 5.79
O -0.90 -4.86 5.24
C -0.75 -3.70 4.54
C -1.76 -2.77 4.30
C -1.49 -1.62 3.58
C -0.22 -1.38 3.07
C 0.07 -0.14 2.34
C -0.37 1.06 2.80
C -0.05 2.30 2.14
O -0.51 3.39 2.43
O 0.86 2.25 1.12
C 1.27 1.07 0.60
C 2.11 1.14 -0.50
C 2.48 -0.02 -1.15
O 3.27 -0.08 -2.26
C 3.84 1.11 -2.77
C 4.70 0.72 -3.97
C 2.78 2.14 -3.21
O 2.99 3.33 -3.19
N 1.64 1.57 -3.62
C 0.46 2.34 -3.93
C -0.46 2.50 -2.71
C -0.98 1.22 -2.13
C -0.91 -0.06 -2.61
N -1.57 -0.92 -1.78
C -2.09 -0.20 -0.74
C -2.89 -0.61 0.33
C -3.29 0.36 1.23
C -2.87 1.69 1.10
O -3.27 2.55 2.09
C -2.11 2.10 0.03
C -1.73 1.15 -0.92
C -0.26 1.72 -5.11
O 0.05 0.68 -5.63
O -1.29 2.45 -5.51
C 2.00 -1.25 -0.69
C 1.21 -1.32 0.43
C 0.85 -0.16 1.13
C 0.79 -2.31 3.32
C 0.53 -3.45 4.05
H -2.93 -5.26 5.01
H -2.04 -6.11 6.30
H -2.48 -4.40 6.51
H -2.76 -2.93 4.67
H -2.27 -0.91 3.40
H -0.97 1.14 3.69
H 2.43 2.12 -0.83
H 4.47 1.59 -2.00
H 5.16 1.61 -4.39
H 4.07 0.26 -4.73
H 5.46 0.02 -3.67
H 1.55 0.57 -3.64
H 0.80 3.34 -4.23
H 0.09 3.04 -1.94
H -1.31 3.13 -3.00
H -0.45 -0.44 -3.51
H -1.67 -1.90 -1.92
H -3.19 -1.64 0.45
H -3.93 0.11 2.06
H -2.67 3.32 2.10
H -1.81 3.14 -0.08
H -1.75 2.03 -6.25
H 2.27 -2.14 -1.24
H 0.84 -2.27 0.77
H 1.80 -2.12 2.98
H 1.31 -4.16 4.26
*
```

**SMILES**: COc1ccc(-c2cc(=O)oc3cc(O[C@@H](C)C(=O)N[C@H](Cc4c[nH]c5ccc(O)cc45)C(=O)O)ccc23)cc1
**LUMO level**: 0.03 eV
**HOMO-LUMO gap**: 7.7 eV
**Total energy**: -1870.328698 hartree
**Energy above the lowest of the compared OMol25 structures with the same formula, charge and spin**: 0.0 kcal/mol

These are the Löwdin partial charges, in e, on atoms 1 to 8: -0.0864 -0.0796 -0.2729 -0.0046 -0.0117 -0.1790 -0.0975 0.0786



The following is a DFT calculation (ωB97M-V/def2-TZVPD) of C30H26N7RhS as an isolated structure.

The geometry in ORCA input format:
```
! RIJCOSX wB97M-V def2-TZVPD def2/J DEFGRID3
* xyz 2 1
Rh 1.68 -1.40 0.34
C 3.64 1.71 -4.78
C 3.10 1.42 -3.41
C 1.78 1.74 -3.07
C 1.26 1.43 -1.83
C 2.05 0.83 -0.84
N 1.66 0.52 0.46
C 0.71 1.16 1.25
C 0.33 2.48 0.96
C -0.55 3.18 1.76
C -1.10 2.60 2.90
C -2.05 3.37 3.77
C -0.71 1.32 3.21
C 0.20 0.60 2.43
N 0.59 -0.70 2.92
C 0.32 -1.23 4.13
C 0.99 -2.43 4.25
C 1.68 -2.57 3.06
N 1.45 -1.52 2.27
C 3.38 0.50 -1.20
C 3.88 0.77 -2.46
N 4.21 -0.14 -0.25
C 5.51 0.07 0.05
C 5.86 -0.82 1.03
C 4.70 -1.55 1.29
N 3.71 -1.14 0.51
H 3.07 2.49 -5.27
H 3.59 0.82 -5.40
H 4.69 2.02 -4.73
H 1.15 2.23 -3.80
H 0.24 1.71 -1.60
H 0.77 2.97 0.11
H -0.80 4.20 1.49
H -2.80 3.89 3.18
H -1.52 4.11 4.36
H -2.58 2.71 4.47
H -1.13 0.87 4.10
H -0.29 -0.72 4.85
H 0.99 -3.09 5.10
H 2.32 -3.37 2.72
H 4.89 0.47 -2.70
H 6.08 0.84 -0.46
H 6.82 -0.93 1.50
H 4.55 -2.35 2.00
S -4.71 -2.67 -0.46
C -3.04 -2.25 -0.31
C -2.38 -1.26 -1.04
C -1.04 -1.03 -0.81
N -0.32 -1.72 0.09
C -0.95 -2.68 0.79
C -2.28 -2.97 0.63
C -5.26 -1.54 -1.72
C -5.81 -0.31 -1.37
C -6.22 0.53 -2.39
N -6.13 0.22 -3.68
C -5.62 -0.96 -4.00
C -5.17 -1.89 -3.06
H -2.89 -0.67 -1.78
H -0.51 -0.28 -1.38
H -0.36 -3.23 1.51
H -2.72 -3.76 1.22
H -5.91 -0.03 -0.33
H -6.66 1.49 -2.16
H -5.57 -1.20 -5.06
H -4.78 -2.85 -3.37
*
```

**LUMO level**: -7.18 eV
**HOMO-LUMO gap**: 6.2 eV
**Total energy**: -2050.286313 hartree
**Energy above the lowest of the compared OMol25 structures with the same formula, charge and spin**: 4.2 kcal/mol

These are the Löwdin partial charges, in e, on atoms 1 to 8: 1.2067 -0.0180 -0.2239 0.0052 -0.0242 -0.2384 -0.0490 -0.2014



The following is a DFT calculation (ωB97M-V/def2-TZVPD) of C30H27BrClHfNO11S as an isolated structure in a non-equilibrium geometry.

The geometry in ORCA input format:
```
! RIJCOSX wB97M-V def2-TZVPD def2/J DEFGRID3
* xyz 4 1
C -3.00 5.48 0.73
C -2.77 6.52 -0.49
O -3.43 7.57 -0.61
O -1.76 6.15 -1.46
C -2.38 5.35 -2.51
C -1.50 4.06 -2.91
C -2.42 2.86 -3.52
C -3.00 1.86 -2.40
C -2.46 0.34 -2.49
C -0.91 0.24 -2.85
C -0.44 -0.01 -4.38
O -1.48 -0.16 -5.32
C 1.08 -0.11 -4.78
C 1.48 -0.40 -6.31
O 0.66 -1.41 -6.95
O 0.42 -2.46 -6.13
C 2.20 0.03 -3.68
Cl 3.96 -0.11 -4.09
C 1.78 0.27 -2.17
C 0.25 0.37 -1.80
C -0.03 0.57 -0.21
O -0.85 1.45 0.12
C 0.86 -0.33 0.74
C 2.40 -0.41 0.38
C 3.46 -1.21 1.19
Br 5.38 -1.28 0.65
C 2.96 -1.99 2.47
C 4.03 -2.82 3.35
C 4.55 -1.99 4.64
O 5.71 -1.51 4.59
O 3.77 -1.84 5.83
C 1.42 -1.95 2.85
C 1.05 -2.79 4.21
C 1.05 -4.38 4.12
C 0.70 -5.04 5.57
C 0.40 -4.02 6.71
N 0.41 -2.60 6.72
C 0.72 -1.95 5.47
C 0.35 -1.13 1.98
S -1.44 -1.16 2.46
C -1.89 -2.98 2.60
O -1.67 -0.58 3.82
O -2.40 -0.60 1.46
C 2.86 0.39 -0.96
O 3.91 1.06 -1.05
H -3.32 4.49 0.26
H -3.76 5.88 1.49
H -1.98 5.37 1.25
H -3.41 4.96 -2.17
H -2.49 6.03 -3.45
H -0.86 3.72 -2.02
H -0.75 4.40 -3.73
H -1.81 2.36 -4.34
H -3.29 3.40 -4.06
H -4.15 1.85 -2.52
H -2.80 2.33 -1.36
H -3.04 -0.27 -3.28
H -2.59 -0.18 -1.47
H -1.24 0.37 -6.12
H 1.28 0.59 -6.88
H 2.62 -0.58 -6.45
H -0.58 -2.53 -6.10
H 3.61 -3.80 3.77
H 4.97 -3.10 2.76
H 3.51 -0.88 5.83
H 1.31 -4.99 3.16
H 0.68 -6.19 5.72
H 0.15 -4.51 7.73
H 0.73 -0.81 5.40
H -0.98 -3.64 2.26
H -2.73 -3.22 1.83
H -2.30 -3.25 3.65
Hf -0.76 -5.16 3.24
*
```

**LUMO level**: -15.77 eV
**HOMO-LUMO gap**: 1.9 eV
**Total energy**: -5519.532607 hartree

These are the Löwdin partial charges, in e, on atoms 1 to 8: 0.0312 -0.3458 0.1951 -0.0400 -0.1553 -0.1452 -0.1682 -0.1360



> total energy of number 2 (C30H26N2O8)?

-1870.328698 hartree



Copy entry 4 word for word.
The following is a DFT calculation (ωB97M-V/def2-TZVPD) of C30H27BrClHfNO11S as an isolated structure in a non-equilibrium geometry.

The geometry in ORCA input format:
```
! RIJCOSX wB97M-V def2-TZVPD def2/J DEFGRID3
* xyz 4 1
C -3.00 5.48 0.73
C -2.77 6.52 -0.49
O -3.43 7.57 -0.61
O -1.76 6.15 -1.46
C -2.38 5.35 -2.51
C -1.50 4.06 -2.91
C -2.42 2.86 -3.52
C -3.00 1.86 -2.40
C -2.46 0.34 -2.49
C -0.91 0.24 -2.85
C -0.44 -0.01 -4.38
O -1.48 -0.16 -5.32
C 1.08 -0.11 -4.78
C 1.48 -0.40 -6.31
O 0.66 -1.41 -6.95
O 0.42 -2.46 -6.13
C 2.20 0.03 -3.68
Cl 3.96 -0.11 -4.09
C 1.78 0.27 -2.17
C 0.25 0.37 -1.80
C -0.03 0.57 -0.21
O -0.85 1.45 0.12
C 0.86 -0.33 0.74
C 2.40 -0.41 0.38
C 3.46 -1.21 1.19
Br 5.38 -1.28 0.65
C 2.96 -1.99 2.47
C 4.03 -2.82 3.35
C 4.55 -1.99 4.64
O 5.71 -1.51 4.59
O 3.77 -1.84 5.83
C 1.42 -1.95 2.85
C 1.05 -2.79 4.21
C 1.05 -4.38 4.12
C 0.70 -5.04 5.57
C 0.40 -4.02 6.71
N 0.41 -2.60 6.72
C 0.72 -1.95 5.47
C 0.35 -1.13 1.98
S -1.44 -1.16 2.46
C -1.89 -2.98 2.60
O -1.67 -0.58 3.82
O -2.40 -0.60 1.46
C 2.86 0.39 -0.96
O 3.91 1.06 -1.05
H -3.32 4.49 0.26
H -3.76 5.88 1.49
H -1.98 5.37 1.25
H -3.41 4.96 -2.17
H -2.49 6.03 -3.45
H -0.86 3.72 -2.02
H -0.75 4.40 -3.73
H -1.81 2.36 -4.34
H -3.29 3.40 -4.06
H -4.15 1.85 -2.52
H -2.80 2.33 -1.36
H -3.04 -0.27 -3.28
H -2.59 -0.18 -1.47
H -1.24 0.37 -6.12
H 1.28 0.59 -6.88
H 2.62 -0.58 -6.45
H -0.58 -2.53 -6.10
H 3.61 -3.80 3.77
H 4.97 -3.10 2.76
H 3.51 -0.88 5.83
H 1.31 -4.99 3.16
H 0.68 -6.19 5.72
H 0.15 -4.51 7.73
H 0.73 -0.81 5.40
H -0.98 -3.64 2.26
H -2.73 -3.22 1.83
H -2.30 -3.25 3.65
Hf -0.76 -5.16 3.24
*
```

**LUMO level**: -15.77 eV
**HOMO-LUMO gap**: 1.9 eV
**Total energy**: -5519.532607 hartree

These are the Löwdin partial charges, in e, on atoms 1 to 8: 0.0312 -0.3458 0.1951 -0.0400 -0.1553 -0.1452 -0.1682 -0.1360



> Which of these has the lowest LUMO level?

C30H27BrClHfNO11S